[1]
Here is a structure of composition H20Mg3O30S5 in a non-equilibrium geometry from the OMol25 dataset. Energies are from ωB97M-V/def2-TZVPD.

XYZ file:
```
58
Properties=species:S:1:pos:R:3:forces:R:3
H -4.750 0.559 -0.988 -0.30 0.25 0.27
O 2.680 -2.474 -1.195 0.51 -1.06 0.07
S -0.077 4.170 -0.029 1.96 3.62 0.45
O 1.081 0.732 -0.241 0.69 -0.88 0.61
O 3.528 -2.741 1.751 2.37 2.08 -1.13
H -3.310 -2.183 1.319 -0.10 -0.13 0.32
H -0.766 -0.840 -2.527 0.78 -0.14 0.98
S -2.525 2.059 2.805 0.69 1.16 3.50
O 3.664 0.953 -1.544 -1.32 0.44 -4.39
O 0.701 1.720 2.613 0.92 -0.81 0.19
H 0.496 -2.392 -3.035 0.02 0.39 0.47
S 2.497 -3.552 2.388 -0.81 -1.21 0.63
H -2.898 1.715 -2.964 -0.06 -0.37 -0.16
Mg -2.398 1.910 -0.353 1.32 0.83 0.81
H -1.780 2.731 -3.052 0.41 0.50 0.44
O 1.113 2.183 -2.575 -0.11 0.19 -1.16
O -1.090 0.548 -0.587 -5.13 -0.25 -2.18
O -0.070 -3.611 0.331 -1.01 -1.20 -0.67
O -0.204 5.141 -1.122 0.78 0.48 -1.73
H 0.688 -4.193 0.390 0.94 -0.26 0.38
S 4.319 0.828 -0.243 1.58 -1.12 1.00
H -0.059 -3.293 -0.572 0.02 0.59 -0.44
O 3.338 1.550 0.578 0.40 1.14 2.94
O 1.229 -2.828 2.414 -0.09 -0.49 0.98
O -2.387 -1.929 1.287 -1.23 -0.89 -0.59
H 0.868 3.076 -2.816 -0.12 0.74 0.35
O -0.193 4.813 1.231 0.45 0.84 1.37
O -3.807 0.548 -0.823 -0.92 -0.49 -0.60
O -1.251 -0.864 -3.352 -1.51 0.46 -1.56
O 5.588 1.573 -0.308 0.38 -0.69 0.46
O 3.012 -3.726 3.731 -0.10 -0.63 0.23
H -0.635 -0.526 -4.002 0.12 0.07 -0.10
H 0.222 -3.065 -4.363 -0.08 0.03 -0.11
H 0.490 1.628 -3.045 0.05 -0.48 0.31
O 0.268 -3.237 -3.422 0.23 -0.87 -0.22
O -1.081 -1.410 3.488 0.80 -2.80 0.59
H -1.590 -0.605 3.578 -0.97 2.65 -0.42
O 4.362 -0.592 0.105 1.09 0.76 0.35
O -2.722 1.530 1.437 -0.82 -0.99 -1.44
H 2.618 -3.044 -1.961 0.00 -0.17 -0.23
O -2.369 2.306 -2.429 -0.82 -0.11 -0.51
O -1.502 3.093 2.863 -0.77 0.17 -0.67
O 2.436 -4.707 1.496 -0.80 -0.61 0.38
H -0.776 -1.601 4.376 0.41 0.13 0.06
O -3.801 2.522 3.321 -1.55 0.62 -0.30
O -2.089 0.954 3.672 0.07 -1.99 0.25
O 0.409 -1.162 -1.407 -1.18 -1.81 -1.97
H 1.929 -1.885 -1.273 -0.05 0.57 0.09
H -3.489 -0.219 -1.299 0.62 -0.29 -0.24
O -0.085 -0.946 0.908 -0.38 -0.26 0.30
H 0.887 1.490 1.703 0.46 -0.02 -0.13
S 0.048 -0.248 -0.342 4.43 1.85 2.31
O 1.241 3.460 -0.117 -1.31 1.37 -0.02
Mg -0.523 -2.470 1.859 0.18 1.12 0.77
H -0.090 2.257 2.568 -0.53 0.69 0.25
Mg 2.185 2.096 -0.810 1.18 -0.77 -0.45
H -2.383 -1.102 0.805 0.46 1.01 0.07
O -1.199 3.299 -0.220 -2.25 -2.96 -0.74
```
Positions in Å, forces in eV/Å.

Values from the calculation:
E	-4860.85984	a.u.
E_HOMO (spin up / spin down)	0.32 / 0.32	eV
maximum force	5.58	eV/Å
multiplicity	2
gap between HOMO and LUMO (spin up / spin down)	3.99 / 3.98	eV
<S²>	0.757
charge	-3

[2]
Here is a cluster of 2 separate species, C2H6N3O2 in total in a non-equilibrium geometry from the OMol25 dataset. Energies are from ωB97M-V/def2-TZVPD.

XYZ file:
```
13
Properties=species:S:1:pos:R:3:forces:R:3
H -1.627 1.989 0.863 0.22 0.14 -1.46
H -0.825 -2.573 -0.043 2.19 2.40 0.35
N 0.057 -1.926 0.059 -3.03 -1.52 -0.17
H 0.880 -2.473 0.015 0.95 0.08 0.08
C 0.053 -0.574 0.128 -0.90 1.07 -0.21
O 1.082 0.155 0.092 0.09 -0.54 0.21
C -1.292 1.501 -0.096 2.22 1.17 0.18
H -1.894 1.736 -1.018 0.18 -0.63 1.22
O 3.089 -0.064 -0.220 3.97 2.66 0.83
N 3.788 0.731 0.075 -3.51 -3.07 -1.06
N -1.120 0.106 0.244 -0.06 -1.22 -0.71
H -1.978 -0.384 0.266 -0.59 -0.99 0.15
H -0.213 1.777 -0.365 -1.73 0.46 0.61
```
Positions in Å, forces in eV/Å.

Values from the calculation:
E	-394.18379	a.u.
relative energy (zero: lowest compared OMol25 entry of this formula, charge and spin)	256.4	kJ/mol
E_HOMO (spin up / spin down)	-13.63 / -13.63	eV
maximum force	4.85	eV/Å
gap between HOMO and LUMO (spin up / spin down)	6.10 / 6.09	eV
charge	+1

[3]
Here is a cluster of 2 separate species, CHIS in total in a non-equilibrium geometry from the OMol25 dataset. Energies are from ωB97M-V/def2-TZVPD.

XYZ file:
```
4
Properties=species:S:1:pos:R:3:forces:R:3
H -2.979 1.001 -0.244 0.61 -0.06 0.24
C 1.971 -0.568 -0.662 0.32 -0.46 0.85
I -1.435 0.850 0.285 -0.61 0.05 -0.24
S 2.442 -1.283 0.620 -0.32 0.47 -0.84
```
Positions in Å, forces in eV/Å.

Values from the calculation:
E	-734.49534	a.u.
relative energy (zero: lowest compared OMol25 entry of this formula, charge and spin)	0.0	kJ/mol
E_HOMO	-9.97	eV
maximum force	1.02	eV/Å
gap between HOMO and LUMO	9.73	eV

[4]
Here is a cluster of 10 separate species, C58H124F9N7O8 in total in a non-equilibrium geometry from the OMol25 dataset. Energies are from ωB97M-V/def2-TZVPD.

XYZ file:
```
206
Properties=species:S:1:pos:R:3:forces:R:3
H -3.855 -8.706 -8.449 0.44 -0.04 -0.60
C 4.845 -6.804 -1.529 0.11 0.31 1.41
H -4.632 -0.523 -7.157 -0.77 -0.41 0.00
H -5.990 -11.613 10.195 0.63 0.21 0.07
H -1.035 -5.754 -5.385 0.64 0.00 0.34
C -4.166 6.759 5.761 -0.48 -1.00 0.26
F 3.302 0.419 -2.614 -0.27 -0.65 0.15
H 3.515 5.814 -1.813 -0.80 0.84 -0.91
H 7.127 -5.326 1.892 -0.18 -0.23 0.59
H 1.104 6.831 6.548 0.30 -0.02 0.11
H -4.957 -10.224 8.072 0.52 -0.47 0.30
C -0.485 7.661 0.942 -0.53 0.83 1.65
H -4.005 3.685 4.176 0.17 0.26 0.94
H 4.075 -4.848 0.117 -0.44 -0.18 0.05
C -6.690 -6.131 -7.499 0.66 0.55 -0.28
C -4.637 -6.048 -8.870 -1.03 -0.41 -0.76
C 0.988 -4.511 -0.762 0.17 1.73 -0.06
C -4.423 -11.940 6.877 -0.05 1.05 1.80
H 8.154 -2.977 -1.004 -0.79 0.15 -0.33
H 4.466 3.800 6.351 -0.43 0.82 0.79
C -3.213 5.626 3.827 -0.47 0.50 -0.54
C 0.459 7.357 5.857 -1.32 1.19 0.79
C 5.122 -7.975 -2.409 0.09 -2.96 1.35
C 6.123 -6.452 -0.697 -0.05 0.22 -0.95
C 2.857 0.368 -1.333 1.57 0.14 0.52
H 5.209 3.652 3.401 0.27 -0.22 0.03
C 4.280 3.212 3.751 -0.99 0.88 -0.60
H -2.297 -1.282 -1.355 -1.31 -0.31 0.27
H -2.150 8.284 5.756 0.56 -0.29 -1.15
H -2.209 5.606 3.415 0.06 -0.44 -0.25
H 4.585 -0.453 -0.350 2.46 1.07 0.40
C -0.840 3.992 1.165 -0.45 -0.01 2.17
H -0.398 -7.295 -6.139 0.52 0.29 -0.77
H -5.543 -7.109 -5.858 -0.11 0.87 -0.50
H -5.007 -5.393 -6.114 -0.77 -0.55 -0.70
H -3.874 9.077 4.180 0.06 -0.17 0.80
C 7.196 -2.952 -0.454 0.60 0.45 0.00
H -0.982 5.843 -4.597 0.00 -0.49 0.40
O 3.476 -1.969 -0.949 0.03 -0.28 0.06
C -3.622 4.496 4.831 0.18 1.95 -1.22
H -2.551 -8.265 -5.881 -0.26 -2.77 -0.62
H -3.599 6.897 6.662 0.41 -0.37 0.49
C 2.840 7.877 -1.714 1.46 0.76 0.31
H -6.502 1.081 -5.336 0.74 -0.45 -0.05
H -6.882 -10.193 9.690 -0.12 1.54 0.16
H 6.288 -4.291 -2.002 0.02 0.31 1.25
H -4.202 -12.622 7.694 -0.20 -0.51 -0.44
C 6.132 -3.903 -0.953 -1.16 -0.45 -1.20
C -2.567 -7.243 -5.845 1.84 2.17 -0.31
C -5.464 -6.288 -6.615 1.48 -1.10 0.05
C -3.846 8.091 3.736 1.81 -0.91 -1.53
F -2.105 3.843 1.651 0.08 0.49 0.02
H 2.715 7.800 -0.618 0.62 0.00 -0.33
H -4.290 -6.660 -9.720 -0.01 0.58 0.29
H -4.955 7.517 5.842 0.18 -0.17 -0.55
H 2.119 5.415 2.696 0.44 0.10 -0.41
H 3.886 5.795 2.514 0.60 0.61 -0.40
C 3.306 3.796 1.668 -2.02 -0.66 0.85
H 4.807 6.707 6.943 0.11 1.61 -0.34
H 1.799 -2.240 1.447 1.65 0.75 0.12
N 1.125 4.734 -3.105 -0.75 -0.98 0.37
C 1.384 5.913 -2.205 -0.80 0.81 -0.98
H -7.388 -5.484 -6.980 -0.17 0.44 -0.38
H -5.584 -8.258 -8.580 0.16 -0.07 -0.07
O -3.820 -2.261 -5.197 0.76 -0.59 1.99
H -1.844 4.388 -4.759 -0.52 -0.97 -0.32
H 0.263 -1.422 -2.983 -0.39 -1.14 0.47
H -1.339 -2.105 -3.426 0.64 -0.64 0.29
C 2.110 4.066 4.627 -0.33 -1.03 3.89
H 3.624 6.332 5.005 0.04 -0.03 -0.75
C 4.857 -5.029 0.834 0.01 0.38 1.14
H -2.020 8.471 -0.440 -0.09 -0.29 0.20
H -3.027 -5.468 -6.826 0.05 0.28 -0.34
H -4.821 7.775 3.420 -0.48 -0.10 -0.11
C 4.094 5.346 4.962 0.33 0.29 1.30
F -0.917 3.705 -0.108 0.25 0.03 -1.70
C 1.896 3.498 -2.775 0.20 0.32 1.12
H -4.782 -12.315 5.963 -0.73 -0.83 -0.71
H 6.972 -6.395 -1.383 0.07 -0.12 0.09
H 3.828 8.453 -2.013 -2.10 -1.23 0.83
H 4.107 3.985 0.996 0.81 -0.18 -0.57
N 3.402 4.441 4.028 -0.26 -0.76 -0.27
C -1.357 -0.937 -1.681 1.86 -0.17 -1.43
N 6.128 -5.154 0.037 -0.76 2.09 -0.17
H 4.030 -7.079 -0.839 0.16 0.47 -0.26
H 6.335 -7.189 0.056 -0.02 -0.64 0.21
C -5.214 -1.408 -6.802 0.61 1.10 0.13
C -4.718 5.319 5.583 -0.28 -0.27 0.25
C -0.945 8.391 -0.297 0.90 -0.52 -1.52
H -0.736 -0.746 -0.823 0.07 0.57 0.30
H 4.849 -4.169 1.551 0.49 -0.45 -0.95
F 1.746 -4.742 -1.807 0.81 -0.84 -1.02
H -0.765 8.229 1.887 0.42 -0.47 -0.93
H 8.163 -5.454 0.543 0.90 -0.46 -0.74
O 0.136 5.586 2.741 0.08 -0.71 1.72
C -6.516 0.179 -4.706 0.31 0.68 0.76
H -0.504 7.755 -1.115 -0.80 0.68 0.27
F 1.770 -4.503 0.312 0.28 -1.25 0.95
H -0.700 5.714 5.056 0.12 -0.11 0.13
H -5.839 -10.337 6.778 0.02 -0.23 -0.69
C 3.157 5.029 2.619 -0.92 -1.54 0.99
H -1.098 -3.453 0.347 -0.02 -0.26 -0.32
H -6.652 -6.296 -9.691 -0.16 0.51 -0.14
H 1.867 -1.752 3.747 0.15 0.69 -0.58
H 4.400 5.793 8.349 -0.34 -0.03 0.66
H -0.535 9.402 -0.474 0.04 -0.44 0.60
H 2.354 3.703 1.058 1.19 -0.18 0.76
C 0.411 -3.132 -0.854 -0.76 -0.08 -0.37
H 4.217 -8.528 -2.770 0.68 0.97 0.02
H 6.899 -2.939 1.628 -0.77 -0.06 0.67
H 4.255 1.783 2.169 -0.02 0.08 -0.20
H 2.320 3.320 5.542 -0.47 1.43 -2.34
H 4.421 2.607 4.601 0.16 -0.36 1.26
H 2.676 1.960 2.860 -0.13 0.18 0.35
H -3.223 -6.980 -5.065 -0.77 0.45 1.20
H 3.095 6.591 -3.384 -0.09 -0.22 -0.32
O -1.092 6.373 1.012 -0.25 0.18 -0.95
H 8.539 -3.054 1.225 -0.66 -0.97 -0.24
H -5.140 4.975 6.549 0.52 -0.18 -0.61
C 2.247 -0.946 3.066 0.79 -1.92 0.61
C 4.803 5.747 7.363 2.22 -1.83 -0.13
O -0.387 -3.188 -1.960 -0.59 -0.83 -1.30
H -0.381 3.292 -2.991 -0.39 -0.85 0.30
C -1.868 7.488 5.007 -0.42 0.48 1.56
H -2.251 -6.654 -7.912 -0.67 0.01 0.32
H 2.928 3.730 -2.997 0.41 -0.11 0.79
C -0.867 6.575 5.709 0.07 -0.11 -0.89
H -4.091 -5.162 -8.749 0.94 1.25 -0.33
H 0.733 5.517 0.814 -0.56 -0.80 0.23
H 6.815 -1.917 -0.338 0.29 -0.62 -0.63
O -0.342 -2.864 0.276 0.34 0.83 1.13
H 1.384 3.632 3.986 -0.19 -0.28 -1.02
H -4.873 -2.226 -7.417 0.17 -0.45 0.27
N -4.364 -6.810 -7.632 -1.81 -0.64 1.10
H 4.678 -5.908 1.476 0.20 0.03 -0.63
O 2.956 -0.591 0.827 -0.16 1.52 1.06
H -3.972 5.700 2.988 0.93 0.03 0.98
H -1.413 -0.083 -2.378 -0.33 0.09 0.74
H 1.220 -2.419 -1.014 0.28 0.17 0.65
C 4.023 4.832 6.438 0.58 -1.40 -0.88
H 0.623 7.607 0.934 -0.42 -0.23 0.09
N -5.279 -0.592 -4.505 0.76 0.19 2.36
C -4.760 -1.515 -5.344 -0.46 0.50 -3.03
H -6.952 0.531 -3.761 0.60 -0.29 0.04
H -3.163 8.193 2.844 -0.85 -0.29 0.74
H -6.259 -1.274 -6.956 -0.78 0.41 -0.18
H 2.982 4.712 6.797 0.68 0.30 -0.35
C -6.584 -11.659 8.170 -0.31 0.50 0.63
H -2.699 4.226 5.343 -0.45 -0.31 0.48
H 1.624 4.950 5.124 0.61 -0.65 -0.90
H 1.980 8.476 -1.970 -0.18 0.39 -0.64
C -0.388 4.346 -3.118 -0.03 1.74 0.08
H 5.902 5.409 7.466 -1.67 0.58 -0.21
C 1.416 5.142 -4.549 -0.23 -0.59 0.53
C -1.066 -6.835 -5.442 -2.59 -1.17 -0.05
C -6.161 -5.686 -8.937 0.73 -1.83 1.92
N -3.246 6.964 4.601 -0.47 1.28 -0.79
H 0.239 8.389 6.297 0.44 -1.31 -0.48
C -6.807 -11.234 9.593 0.24 -2.11 -0.27
C 7.346 -4.906 0.931 -1.09 -0.99 -0.10
F 0.033 -5.436 -0.709 0.04 -0.71 0.56
C 2.704 -1.588 1.763 -1.89 -1.83 -0.24
C 2.770 6.493 -2.359 1.50 -0.85 1.84
H -1.209 6.245 6.677 -0.24 -0.12 0.35
C 3.604 -0.786 -0.414 -2.78 -1.12 -1.99
H -7.244 -0.470 -5.085 -1.19 -0.90 -0.79
H -7.651 -11.759 10.033 -0.39 0.20 -0.44
C -0.874 4.739 -4.502 1.29 1.22 0.15
H 3.564 -2.281 1.981 -0.50 0.63 -0.40
H -4.880 -8.859 -7.069 0.01 0.43 0.05
F -0.151 2.989 1.755 0.47 0.05 -0.07
H -6.234 -4.634 -9.075 -0.39 0.68 -0.42
H 1.036 5.764 -1.161 0.39 -0.33 -0.71
H -1.360 7.857 4.115 -0.39 0.20 -0.03
H 0.617 3.306 -5.360 -0.40 1.12 0.10
H -3.550 -11.392 6.705 1.52 0.66 -0.51
N -5.373 -10.928 7.462 -1.07 0.27 0.36
F 3.149 1.663 -0.906 -0.33 -0.46 0.53
C 3.586 2.502 2.638 0.10 1.82 -2.23
H 0.235 4.689 -6.331 0.21 0.81 -1.74
H -0.891 -7.414 -4.529 0.13 0.88 0.25
H 0.715 6.651 -2.682 -0.08 -0.04 0.64
H 5.795 -7.719 -3.179 0.52 0.22 -1.27
C 7.529 -3.450 0.931 1.46 2.00 0.78
H -4.850 -0.607 -3.544 -0.76 0.11 -1.54
C -4.692 -8.252 -7.960 0.10 0.02 0.96
H 1.229 6.188 -4.482 0.04 0.88 -0.81
H 1.640 2.765 -3.485 -0.49 -0.94 -0.95
C -3.004 -6.518 -7.104 1.23 -0.33 -0.20
F 1.530 0.257 -1.366 -0.17 0.04 -0.07
C -0.635 -1.982 -2.577 -1.05 2.73 -0.90
H -0.932 4.877 -2.325 0.48 -0.39 0.00
H 1.659 3.033 -1.770 0.45 1.18 -1.01
H 5.132 5.381 4.577 -0.46 0.43 0.57
H 3.094 -0.530 3.558 0.83 0.55 0.59
O -7.157 -12.407 7.480 -0.11 -0.36 -0.19
C -0.179 5.369 1.525 0.79 1.26 -1.47
H 5.665 -8.791 -1.822 -0.55 0.93 -0.54
H -7.193 -7.079 -7.585 -0.17 -0.39 -0.02
H 2.436 4.929 -4.822 0.30 -0.04 0.09
H 5.111 -3.406 -0.937 0.92 -0.55 0.10
C 0.371 4.413 -5.337 -0.57 -1.99 1.04
H 4.556 -5.980 -2.171 -0.25 0.45 0.23
H 1.529 -0.181 2.977 -1.10 0.73 -0.49
H 0.939 7.499 4.901 0.16 -0.05 -0.32
H -5.551 5.316 4.859 0.07 0.31 0.44
```
Positions in Å, forces in eV/Å.

Values from the calculation:
E	-4166.98400	a.u.
E_HOMO	-12.67	eV
maximum force	4.04	eV/Å
gap between HOMO and LUMO	6.40	eV
charge	+4